(1)
46
Properties=species:S:1:pos:R:3:forces:R:3:mulliken_charge:R:1 method="wB97M-V/def2-TZVPD" homo_energy_ev=-8.552 e_tot_ev=-42551.5139
Pb -0.6647 -2.4422 -1.3929 0.0670 0.0701 -0.0206 1.206
O 3.1364 -2.3677 0.8176 0.0255 -0.0165 -0.0055 -0.688
C 2.1459 -2.1739 0.1365 -0.0393 0.0022 0.0063 0.457
O 1.2203 -3.0083 -0.1691 -0.0101 -0.0199 0.0224 -0.689
C 1.9210 -0.7630 -0.4064 0.0479 -0.0197 0.0308 0.193
C 2.7950 0.2809 -0.1535 0.0098 0.0215 -0.0019 -0.537
C 2.4592 1.5456 -0.6100 -0.0178 -0.0032 -0.0089 -0.370
C 1.2624 1.7373 -1.2895 0.0032 0.0267 0.0003 -0.422
C 0.4493 0.6425 -1.5123 -0.0776 -0.0380 0.0440 0.375
N 0.7990 -0.5697 -1.0868 -0.0223 0.0536 -0.0290 -0.214
C -0.9169 0.7375 -2.1870 0.0724 -0.1288 -0.1855 0.403
O -1.3204 1.8451 -2.5267 -0.0255 0.0857 0.1042 -0.743
O -1.5196 -0.3794 -2.3173 -0.0791 0.0515 0.0526 -0.743
H 3.6979 0.0746 0.4028 -0.0042 0.0003 0.0037 0.537
H 3.1184 2.3843 -0.4252 0.0008 -0.0032 -0.0008 0.441
H 0.9389 2.7056 -1.6431 0.0056 -0.0034 -0.0040 0.524
C -6.6471 2.7051 2.2901 -0.0063 0.0119 0.0019 -0.970
O -5.6881 2.3575 1.3032 -0.0027 0.0070 0.0028 -0.409
C -4.8519 3.3311 0.8711 0.0060 0.0008 0.0453 1.212
C -4.8754 4.6540 1.2999 -0.0344 -0.0452 0.0097 -0.623
C -3.9563 5.5590 0.7854 0.0460 0.0299 -0.0234 -0.676
C -3.0161 5.1721 -0.1565 0.0248 0.0154 -0.0031 -0.871
C -2.9865 3.8543 -0.5867 -0.1017 -0.2638 -0.0600 0.297
C -3.8910 2.9452 -0.0661 0.0584 0.1329 0.0447 -0.995
N -3.8645 1.5759 -0.4841 -0.1514 -0.0100 -0.0812 0.405
C -3.1161 0.6035 -0.0375 0.1480 -0.0088 0.1332 -0.707
C -2.1057 0.6008 0.9484 -0.0285 0.0531 -0.0178 0.966
C -1.7048 1.7179 1.7331 -0.0296 -0.0117 0.0060 -0.009
C -0.6710 1.6207 2.6154 -0.0139 0.0016 -0.0117 -0.999
C 0.0132 0.3918 2.7520 -0.0322 0.0628 0.0005 -0.373
C -0.3507 -0.7090 2.0318 0.0267 -0.0841 0.0227 -0.523
C -1.4259 -0.6537 1.1064 0.0124 -0.0009 -0.0199 0.255
O -1.7674 -1.7001 0.4288 -0.0295 -0.0261 0.0252 -0.993
H -7.3351 3.4685 1.9202 0.0004 -0.0023 -0.0056 0.373
H -6.1619 3.0602 3.2017 0.0078 -0.0042 -0.0010 0.398
H -7.1984 1.7949 2.5050 0.0033 -0.0007 -0.0014 0.251
H -5.5997 4.9842 2.0296 -0.0025 -0.0077 0.0000 0.414
H -3.9852 6.5844 1.1307 0.0036 -0.0030 -0.0076 0.387
H -2.3080 5.8849 -0.5554 -0.0156 0.0118 0.0098 0.418
H -2.2765 3.4794 -1.3144 0.0824 0.0940 -0.0358 0.609
H -4.5150 1.3276 -1.2162 0.0433 -0.0084 -0.0256 0.297
H -3.2840 -0.3492 -0.5210 -0.0056 -0.0050 -0.0214 0.492
H -2.2259 2.6575 1.6342 0.0152 0.0091 0.0058 0.268
H -0.3798 2.4792 3.2047 0.0271 -0.0197 0.0092 0.444
H 0.8426 0.3206 3.4454 0.0028 -0.0120 -0.0034 0.443
H 0.1699 -1.6527 2.1391 -0.0105 0.0046 -0.0062 0.487

=====

(2)
62
Properties=species:S:1:pos:R:3:forces:R:3:lowdin_spin:R:1 method="wB97M-V/def2-TZVPD" homo_energy_ev="-11.443 / -11.433" e_tot_ev=-165592.4186 spin_multiplicity=2 total_charge=+1
Pt 0.7868 -0.4773 -0.2458 -0.1015 -0.7204 0.4875 -0.017
C -0.4774 0.0601 2.4797 0.1112 0.1183 -0.1852 0.000
N 0.7534 -0.1071 1.7009 -0.2514 -0.1108 0.0882 0.000
C 1.9191 0.1451 2.2217 0.1181 0.0631 0.1666 0.001
C 3.0368 0.0203 1.3992 -0.0408 -0.2707 -0.0153 0.002
C 4.4116 0.2139 1.5048 -0.0007 -0.0240 -0.0576 0.003
C 4.9422 -0.0933 0.2538 0.0199 0.0073 0.0519 0.000
C 3.8843 -0.4615 -0.5762 -0.0428 -0.2247 -0.0059 0.006
N 2.7357 -0.4175 0.1162 -0.0002 0.6607 -0.1516 0.010
C -1.1145 1.4207 2.2927 -0.0039 -0.0557 0.1420 0.000
C -2.4978 1.5260 2.3555 -0.0124 0.0186 0.0255 0.000
C -3.1120 2.7654 2.2684 -0.0108 -0.0153 -0.0295 0.000
C -2.3455 3.9103 2.1051 -0.0297 0.0190 -0.0486 0.000
C -0.9629 3.8107 2.0403 0.0284 -0.0221 -0.0389 0.000
C -0.3487 2.5694 2.1410 0.0186 0.0637 -0.0825 0.000
H -0.1919 -0.0925 3.5240 -0.0980 -0.0077 0.0313 0.000
H -1.1757 -0.7272 2.2017 -0.0222 0.0097 -0.0068 0.000
H 1.9808 0.4432 3.2633 -0.0055 -0.0097 -0.0068 0.000
H 4.9415 0.5417 2.3843 0.0078 -0.0142 -0.0108 0.000
H 5.9769 -0.0700 -0.0442 0.0009 0.0065 0.0372 0.000
H 3.9270 -0.7836 -1.5999 -0.0180 0.0266 0.0229 0.001
H -3.1005 0.6315 2.4478 -0.0045 0.0002 0.0308 0.000
H -4.1910 2.8340 2.3114 0.0052 -0.0015 0.0036 0.000
H -2.8249 4.8775 2.0211 0.0029 -0.0048 0.0499 0.000
H -0.3582 4.7010 1.9175 0.0063 -0.0110 0.0266 0.000
H 0.7319 2.5156 2.0760 -0.0024 -0.0104 0.0101 0.000
F 1.8402 -1.1080 -5.1846 0.0390 -0.0133 -0.0200 0.001
C 2.5670 -0.4341 -4.3113 -0.2002 0.0952 -0.1778 0.003
F 3.3088 0.4674 -4.9235 0.0130 -0.0333 -0.0123 0.000
F 3.3340 -1.2729 -3.6325 0.0096 0.0139 0.0344 0.000
S 1.3702 0.4300 -3.1889 0.4700 0.5089 0.1613 0.020
O 0.8350 -0.6627 -2.3530 0.0482 -0.4549 0.0753 0.015
O 0.4390 1.1249 -4.0247 0.0157 -0.1169 0.0698 0.004
N 2.3580 1.3445 -2.3318 -0.1975 0.0019 -0.3849 0.173
S 1.6109 2.3271 -1.3020 0.6326 0.1460 -0.1717 0.340
O 0.2729 1.7433 -1.0128 -0.0997 0.1922 0.1517 0.142
O 2.4417 2.6771 -0.1816 0.1042 -0.0815 -0.0010 0.221
C -1.1444 3.3492 -2.6932 -0.5910 1.5656 0.0154 0.005
F -0.0747 3.6926 -3.2435 -0.5462 -0.6094 0.2101 0.017
F -2.1164 3.0327 -3.3943 0.5681 -0.6611 0.1370 0.001
F -1.3468 3.6704 -1.5128 0.2107 -0.2767 -0.3331 0.002
F -1.2750 -0.5766 -0.2821 -0.3541 0.2118 -0.4382 0.002
As -2.8943 0.0127 -1.2882 0.5192 -0.6106 0.5888 0.000
F -2.9901 -1.6140 -1.7814 -0.0349 0.0108 -0.0911 0.000
F -1.8183 0.3388 -2.5946 -0.0089 0.1618 -0.0785 0.000
F -4.2856 0.5180 -2.1057 -0.0681 0.1102 -0.1006 0.000
F -2.5311 1.5893 -0.6898 -0.0766 0.0455 -0.0604 0.000
F -3.6697 -0.3759 0.1814 -0.0894 0.0897 -0.0047 0.000
Cl -0.5721 -3.6400 -2.1632 0.0150 0.0442 -0.1872 0.002
C -1.0612 -3.6654 -0.5138 0.0712 0.0232 0.2899 0.005
C -2.2953 -4.1974 -0.1892 -0.0012 0.0267 -0.0204 -0.001
C -2.6828 -4.2609 1.1392 -0.0684 -0.0228 0.0133 0.007
C -1.8358 -3.8237 2.1501 -0.0052 -0.0085 0.0125 -0.001
C -0.6116 -3.2807 1.8179 0.0290 0.0076 0.0458 0.005
C -0.2046 -3.1709 0.4844 -0.1521 -0.0850 -0.1987 0.002
C 1.0757 -2.5548 0.1667 -0.0358 0.4598 -0.1035 0.024
H -2.9500 -4.5458 -0.9751 0.0179 -0.0143 -0.0046 0.000
H -3.6554 -4.6651 1.3871 0.0140 -0.0211 -0.0023 0.000
H -2.1346 -3.9150 3.1854 0.0130 0.0270 0.0019 0.000
H 0.0660 -2.9409 2.5934 -0.0206 0.0069 0.0096 0.000
H 1.5222 -2.8392 -0.7812 0.0552 -0.1155 0.0505 0.001
H 1.7813 -2.5302 0.9889 0.0297 -0.1146 -0.0107 0.001

=====

(3)
54
Properties=species:S:1:pos:R:3:forces:R:3:lowdin_spin:R:1 method="wB97M-V/def2-TZVPD" homo_energy_ev="-13.448 / -13.714" e_tot_ev=-216316.0024 spin_multiplicity=2 total_charge=+2
Ba 0.2356 0.3798 0.5988 -1.1871 2.1986 0.9940 0.010
S -4.8261 5.7286 3.9123 -0.0557 0.0628 0.0244 0.000
N -4.9459 4.1275 3.7682 0.2329 0.1455 -0.0612 0.000
C -3.7670 3.7123 3.3222 -0.2712 -0.7886 0.0153 0.000
C -3.4047 2.3141 3.0768 -0.3626 0.5324 0.1769 0.000
C -4.2568 1.2529 3.3830 -0.1792 0.0254 0.0597 0.000
C -3.8161 -0.0387 3.2118 0.0409 0.0060 0.0596 0.000
C -2.5348 -0.2295 2.7074 -0.0298 0.1050 -0.0722 0.000
N -1.7292 0.7682 2.3612 -0.2871 0.3608 0.3523 0.000
C -2.1448 2.0409 2.5625 0.7171 0.0933 -0.1951 0.000
C -1.1738 3.1515 2.2918 -0.0120 -0.7529 -0.0602 0.000
N 0.0279 2.8330 1.7566 -0.1549 0.2160 0.3026 0.000
C 0.9470 3.7858 1.6315 -0.1955 -0.0847 0.0768 0.000
C 0.7353 5.0997 2.0388 0.0850 0.0256 -0.1130 0.000
C -0.5038 5.4398 2.5220 -0.0515 0.2021 0.0427 0.000
C -1.4871 4.4568 2.6368 -0.5692 0.3544 0.2592 0.000
C -2.8379 4.7412 3.1296 0.7345 0.3219 -0.1956 0.000
N -3.3048 5.9472 3.4264 -0.1227 -0.2433 0.0260 0.000
H -5.2451 1.4674 3.7721 0.0433 -0.0033 0.0072 0.000
H -4.4300 -0.8871 3.4783 -0.0098 0.0100 -0.0128 0.000
H -2.1448 -1.2340 2.5806 -0.0071 0.0054 -0.0509 0.000
H 1.8998 3.4951 1.1999 -0.0241 -0.0288 0.0084 0.000
H 1.5292 5.8280 1.9537 -0.0212 0.0035 -0.0143 0.000
H -0.7335 6.4541 2.8251 -0.0041 -0.0298 -0.0150 0.000
Se 1.7259 -3.4015 0.3586 -0.1359 0.0122 0.1911 0.001
N 0.6009 -4.3575 -0.6009 0.0805 0.4370 0.1976 0.000
C -0.4927 -3.6273 -0.7409 -0.5079 -0.0601 -0.3276 0.000
C -1.6764 -4.0309 -1.4443 0.3272 -0.1683 0.0512 0.000
C -2.6993 -3.1529 -1.5031 -0.2188 0.3388 0.0521 0.000
C -2.5794 -1.8530 -0.9056 -0.0560 -0.1672 -0.1301 0.000
N -1.5374 -1.4224 -0.2478 0.2272 -0.9361 -0.1000 0.000
C -0.4944 -2.3259 -0.1339 0.3379 -0.1627 0.2396 0.000
N 0.6207 -2.0128 0.5513 -0.1613 -2.6093 -0.6672 0.000
H -1.7298 -5.0089 -1.9066 0.0443 0.0169 0.0565 0.000
H -3.6197 -3.4031 -2.0130 0.0169 0.0384 0.0181 0.000
H -3.4028 -1.1546 -1.0079 -0.0125 0.0029 0.0011 0.000
O 2.6341 -1.1835 -1.9143 0.1693 -0.2365 -0.0879 0.234
S 3.0996 -1.3281 -3.4070 -0.0980 0.1934 -0.0244 0.031
C 4.7670 -2.0304 -3.3491 0.1386 -0.1106 0.0039 0.005
C 4.7032 -3.4159 -4.0036 -0.1132 0.0359 0.1308 0.001
C 3.3198 -3.9849 -3.6793 0.0867 0.0315 0.0739 0.000
C 2.3447 -2.8509 -3.9714 -0.2723 -0.1949 -0.0655 0.002
H 5.0035 -2.0724 -2.2843 0.0126 -0.0475 -0.0140 0.002
H 5.4438 -1.3324 -3.8390 0.0180 -0.0171 0.0194 0.001
H 5.5068 -4.0473 -3.6307 0.0294 0.0043 0.0102 0.000
H 4.8335 -3.3239 -5.0822 -0.0230 -0.0090 -0.0168 0.000
H 3.2510 -4.2846 -2.6291 0.0433 0.0690 -0.0628 0.000
H 3.0851 -4.8609 -4.2819 -0.0105 0.0177 -0.0221 0.000
H 1.3669 -2.9165 -3.4902 0.0557 -0.0232 -0.0556 0.001
H 2.1983 -2.7057 -5.0441 -0.0211 -0.0516 -0.0041 0.001
Cl 1.0952 1.5041 -1.8622 0.2252 0.5232 -0.9172 0.069
Ge 3.1747 0.8339 -1.3939 0.1916 -0.4217 -0.1159 0.332
Cl 3.0871 0.4672 0.8180 0.9307 -0.0390 -0.0684 0.075
Cl 4.2811 2.6481 -1.5089 0.3863 0.7965 0.0194 0.230

=====

(4)
50
Properties=species:S:1:pos:R:3:forces:R:3:mulliken_charge:R:1 method="wB97M-V/def2-TZVPD" homo_energy_ev=-9.107 e_tot_ev=-180939.2368
O 0.3347 -1.7196 3.5251 -0.6291 0.5062 -1.5094 -0.670
O 4.8504 -0.0015 -1.7047 -0.5294 0.4088 -0.6600 -0.616
O 2.1995 1.5445 -5.0426 0.5643 -0.6850 0.9451 -0.609
O -0.3400 0.7944 -0.4002 -0.3754 -2.1608 -0.8391 -0.539
O -4.7282 1.1297 2.3483 -0.3455 -0.2951 0.3711 -0.600
O -3.1218 0.9027 0.9558 0.3989 -0.4553 0.8118 -0.531
Br -5.3218 -3.5897 0.5788 0.6601 0.3846 0.0139 -0.175
Br -2.3768 -1.0390 -3.4543 0.1386 0.1002 0.2394 -0.169
O -0.0963 -1.2383 -1.4804 0.3378 0.3296 0.4371 -0.324
C -0.1797 -1.3841 2.4443 1.0100 -0.4335 3.7769 0.701
C 4.5281 0.5396 -2.7479 1.7503 -1.0172 1.6237 0.454
C 3.2095 1.2333 -4.4325 -0.9149 0.7380 -2.0101 0.336
C 0.1945 0.0542 -1.2159 0.2184 2.8020 1.6511 0.192
C -1.0453 1.8271 5.4705 -0.1402 -0.5553 -0.3478 -0.647
C -2.3104 2.3670 5.3755 -1.1659 0.1167 -1.2802 -0.455
C -3.6059 -2.1612 -1.1940 -0.7508 -0.6657 0.5889 -0.448
C -0.5772 0.9649 4.4804 0.1276 0.1949 -0.8313 -0.521
C -3.0937 2.0924 4.2305 -0.2433 0.1493 0.3189 -0.459
C -2.5196 -2.8800 0.8550 0.2185 0.5236 -0.2567 -0.340
C -3.6614 -2.7634 0.0719 0.1066 -0.1544 -0.5447 -0.328
C -2.4128 -1.6796 -1.6705 0.2619 0.0268 -0.1041 0.215
C -1.2514 -1.7280 -0.8991 -1.1683 -0.8687 1.1315 0.596
C -1.3058 0.6943 3.2945 -0.7173 -0.0438 1.1089 0.178
C -2.6227 1.2523 3.1854 1.0160 0.8047 2.2510 0.519
C -1.2975 -2.3363 0.3936 -0.2693 0.6637 -1.2039 0.253
N -0.8373 -0.1880 2.3212 -0.1619 -0.5209 -1.1724 0.272
N 3.2960 0.4140 -3.3335 -0.4351 -0.3556 -0.3860 0.248
N -3.5478 1.0336 2.1061 -0.1571 0.6493 -1.6550 0.935
C -0.0850 -2.3626 1.3010 -1.7432 0.8494 -0.8882 -1.209
C 5.4763 1.3744 -3.6108 -1.4497 -0.0350 -0.6753 -0.410
C 4.5969 1.6870 -4.8430 0.4426 0.2494 0.4534 -0.403
C 1.3453 0.6764 -1.9453 -0.0414 -0.6827 -1.2591 -0.170
C 2.1576 -0.3331 -2.7732 0.9237 0.6097 1.4984 -0.803
H -0.4376 2.0444 6.3332 0.1928 -0.0621 0.0717 0.398
H -2.7511 3.0253 6.1274 0.3697 -0.2462 -0.1616 0.361
H -4.5005 -2.1546 -1.8155 0.2965 0.1145 0.1560 0.412
H 0.4194 0.5414 4.5640 -0.2821 -0.0494 -0.0296 0.390
H -4.1144 2.5644 4.1908 1.2518 -0.7883 -0.2719 0.334
H -2.5707 -3.3440 1.8432 0.0857 0.1039 -0.3484 0.531
H -1.2356 -0.0376 1.4130 -0.2686 0.3351 -0.5435 -0.062
H 0.0032 -3.3585 1.6648 0.2620 -0.5626 0.7973 0.501
H 0.7914 -2.1400 0.7565 1.1099 0.2566 -0.7168 0.309
H 5.7465 2.2966 -3.1135 0.1786 -0.0243 0.3567 0.264
H 6.3547 0.7934 -3.8437 0.2664 -0.1179 0.1207 0.293
H 4.9115 1.1215 -5.7340 -0.2429 0.2892 0.2472 0.247
H 4.5644 2.7620 -5.0634 -0.0113 -0.4188 -0.1908 0.292
H 1.9953 1.1796 -1.2228 -0.2703 -0.1559 0.0084 0.339
H 0.8985 1.4665 -2.6110 0.4883 -0.7599 0.5193 0.263
H 2.5269 -1.1914 -2.1414 -0.0845 1.1129 -0.6329 0.329
H 1.5476 -0.7466 -3.5376 -0.2794 -0.2050 -0.9799 0.329

=====

(5)
52
Properties=species:S:1:pos:R:3:forces:R:3:lowdin_spin:R:1 method="wB97M-V/def2-TZVPD" homo_energy_ev="-11.436 / -11.417" e_tot_ev=-181647.0608 spin_multiplicity=2 total_charge=+1
Ru 0.0848 -0.0816 0.0997 1.7852 0.9653 0.8529 0.655
O 5.9380 1.1964 0.4132 -0.1146 0.0496 0.0148 0.002
C 4.7005 0.7275 0.2379 0.1483 -0.1276 -0.0623 0.005
C 4.4543 -0.5595 -0.3033 0.0755 0.0135 0.0151 -0.002
C 3.1719 -1.0074 -0.4708 0.0543 0.1706 -0.0210 0.004
N 2.2043 -0.1427 -0.0968 0.2570 -0.6571 -0.4097 0.010
C 2.4356 0.9719 0.3838 -1.3383 -0.4592 0.0771 0.090
Br -0.5134 2.0597 -0.7546 -0.1764 0.3428 -0.4458 0.170
C 3.6481 1.5638 0.6202 -0.1810 0.1481 0.0627 0.012
H 6.6078 0.5681 0.1201 0.0315 -0.0441 -0.0152 0.000
H 5.2835 -1.1954 -0.5861 -0.0105 0.0212 0.0110 0.000
H 2.9052 -1.9694 -0.8786 -0.0207 -0.0058 -0.0209 0.000
H 3.8099 2.5451 1.0376 0.0075 -0.0311 0.0024 0.001
F -2.7906 0.1381 0.4955 0.0305 0.0081 -0.0447 -0.007
C -1.8805 -0.6205 -0.1863 -0.0746 0.0313 -0.0789 -0.029
F -2.1916 -0.5088 -1.4980 0.0174 -0.0120 0.0527 -0.006
H -2.0267 -1.6589 0.1131 -0.0645 -0.1098 0.0802 -0.002
O 0.2462 -1.7836 -1.1495 -0.1670 -0.2928 -0.0670 0.051
C 0.3566 -2.5467 -0.1327 0.0990 0.1530 -0.1039 0.004
O 0.4387 -1.9670 0.9968 -0.2240 -0.2916 -0.2035 0.001
C 0.3851 -4.0133 -0.2652 0.0532 0.0765 0.0293 0.000
C 0.4547 -4.5974 -1.5274 -0.0448 0.0006 -0.0419 0.001
C 0.4767 -5.9774 -1.6462 0.0025 -0.0013 -0.0272 0.000
C 0.4241 -6.7724 -0.5102 0.0192 -0.0699 -0.0742 0.000
C 0.3473 -6.1636 0.7275 -0.0348 -0.0603 0.1132 0.000
C 0.3271 -4.7955 0.8815 0.0285 0.0467 0.0562 0.000
N 0.2861 -7.0146 1.9404 0.1193 -0.0033 -0.0202 0.000
O 0.1107 -6.4573 3.0025 -0.0299 0.0539 -0.0151 0.000
O 0.4325 -8.2069 1.7882 -0.0527 0.0100 -0.0343 0.000
H 0.4788 -3.9631 -2.4044 0.0037 -0.0185 0.0161 0.000
H 0.5297 -6.4385 -2.6227 -0.0028 0.0072 0.0157 0.000
H 0.4395 -7.8512 -0.5694 -0.0017 0.0087 -0.0050 0.000
H 0.2657 -4.3543 1.8657 -0.0026 0.0047 -0.0070 0.000
C -3.6326 1.0368 3.0739 0.0958 0.1199 -0.0043 0.000
N -2.6851 2.1123 2.7877 -0.1966 -0.0949 0.0821 0.001
C -1.3802 1.9960 2.5287 -0.3001 -0.0643 -0.0794 0.012
Se -0.3536 0.4108 2.4526 -0.0758 0.1318 0.3791 0.022
N -0.8793 3.2222 2.3636 0.1486 0.1945 -0.0115 0.002
C -1.8835 4.1743 2.4751 0.1779 -0.0146 -0.0446 0.002
C -1.8840 5.5587 2.3583 0.0410 0.0407 -0.0038 0.000
C -3.0974 6.1894 2.5418 -0.0183 -0.0155 0.0064 0.001
C -4.2678 5.4692 2.8331 0.0204 -0.0102 -0.0031 0.000
C -4.2615 4.0937 2.9474 -0.0927 0.0243 0.0163 0.000
C -3.0390 3.4633 2.7569 0.0054 -0.2552 0.0158 0.000
H -3.0972 0.0948 3.0989 0.0267 -0.0122 -0.0027 0.000
H -4.3849 1.0018 2.2904 -0.0166 0.0141 -0.0181 0.000
H -4.1004 1.2253 4.0381 0.0107 0.0068 0.0061 0.000
H 0.0797 3.3771 2.0984 -0.0306 0.0374 -0.0357 0.000
H -0.9838 6.1154 2.1345 -0.0192 -0.0207 0.0021 0.000
H -3.1513 7.2663 2.4587 0.0021 -0.0165 0.0020 0.000
H -5.1956 6.0082 2.9682 0.0108 -0.0116 -0.0016 0.000
H -5.1631 3.5378 3.1671 0.0187 0.0189 -0.0065 0.000